No. 1
Below is a cluster of 2 separate species, C6H14 in total, with properties calculated with the ωB97M-V functional and the def2-TZVPD basis.

Electronic energy ... -236.81822 hartree
Relative energy (zero: lowest compared OMol25 entry of this formula, charge and spin) ... 121.2 kcal/mol
HOMO-LUMO gap ... 8.05 eV
Molar mass ... 86.2 g/mol

```
! wB97M-V def2-TZVPD RIJCOSX def2/J DEFGRID3
* xyz 0 1
C -0.010 -0.445 2.843
C -0.452 -0.115 1.531
C 0.549 0.052 0.408
C 0.015 0.601 -0.921
C 1.194 0.926 -1.841
C -0.966 -0.335 -1.630
H 0.967 -0.895 2.982
H -0.762 -1.303 1.919
H -0.642 -0.253 3.701
H -1.251 -1.415 0.875
H -1.359 0.485 1.462
H 1.087 -0.891 0.252
H 1.283 0.763 0.815
H -0.509 1.545 -0.701
H 0.847 1.364 -2.783
H 1.890 1.633 -1.375
H 1.755 0.015 -2.086
H -1.257 0.086 -2.600
H -0.506 -1.314 -1.809
H -1.873 -0.503 -1.042
*
```

=====

No. 2
Below is a cluster of 2 separate species, H2N4 in total at a distorted geometry, with properties calculated with the ωB97M-V functional and the def2-TZVPD basis.

Structure (SMILES) ... [H]/N=N\[H].N#N
Electronic energy ... -220.18885 hartree
Relative energy (zero: lowest compared OMol25 entry of this formula, charge and spin) ... 3.4 kcal/mol
HOMO-LUMO gap ... 10.15 eV
Molar mass ... 58.0 g/mol

```
! wB97M-V def2-TZVPD RIJCOSX def2/J DEFGRID3
* xyz 0 1
H 1.281 -0.769 -0.801
N 0.974 0.191 -0.448
N 1.212 0.496 0.729
H 1.865 -0.167 1.271
N -2.268 0.151 -0.756
N -3.064 0.098 0.005
*
```

=====

No. 3
Below is an isolated molecule of C4H4O2, with properties calculated with the ωB97M-V functional and the def2-TZVPD basis.

Structure (SMILES) ... C#C[C@@H](O)C=O
Electronic energy ... -305.20528 hartree
Relative energy (zero: lowest compared OMol25 entry of this formula, charge and spin) ... 46.6 kcal/mol
HOMO-LUMO gap ... 10.94 eV
Molar mass ... 84.1 g/mol

```
! wB97M-V def2-TZVPD RIJCOSX def2/J DEFGRID3
* xyz 0 1
C 2.218 -0.351 -0.406
C 1.143 -0.054 0.047
C -0.195 0.313 0.561
O -0.575 1.609 0.218
C -1.216 -0.649 -0.065
O -1.955 -0.228 -0.924
H 3.171 -0.612 -0.815
H -0.197 0.190 1.654
H -1.146 1.482 -0.553
H -1.249 -1.698 0.284
*
```

=====

- Among the records above, which one has the lowest molar mass?
  H2N4

=====

- The lowest relative energy (zero: lowest compared OMol25 entry of this formula, charge and spin) belongs to which entry?
  H2N4